[1]
Density functional theory data (ωB97M-V/def2-TZVPD) for a structure of composition C14H23AlCl2O2P2 at a distorted geometry.

## Properties
HOMO level = -15.3 eV
total charge = +2
calculated total energy = -2542.66240 a.u.
spin multiplicity = 1
frontier orbital gap = 5.761 eV

XYZ file:
```
44
Properties=species:S:1:pos:R:3:forces:R:3
C -0.0329 -4.6110 -4.7442 -0.060 0.060 0.135
C 0.1468 -3.8983 -3.4355 0.115 -0.083 -0.033
H -1.0977 -4.7553 -4.9351 0.156 0.012 0.039
H 0.4868 -5.5727 -4.7063 -0.061 0.138 0.010
H 0.4262 -4.0209 -5.5427 -0.039 -0.081 0.122
O -0.6883 -3.5212 -2.6787 0.499 0.078 -0.186
Cl 1.9208 -3.6318 -3.0648 -0.625 -0.038 -0.043
Al 0.0000 0.0000 0.0000 6.546 -0.771 -1.660
P 0.0281 1.6768 -1.6000 -0.089 2.043 -2.207
C -1.3630 2.8692 -1.6099 -0.019 -0.402 0.425
C 1.5095 2.7509 -1.5159 0.082 -0.478 0.602
H 0.9126 0.3676 -3.4148 -0.087 0.076 -0.090
H 0.1604 1.8715 -4.0391 -0.034 -0.020 0.316
H -0.8556 0.4935 -3.5205 0.085 0.055 -0.083
C 0.0640 1.0501 -3.3208 -0.042 -0.553 0.414
H 2.3943 2.1108 -1.5588 -0.042 0.151 -0.064
H 1.5242 3.4696 -2.3426 -0.209 -0.226 0.107
H -1.2392 3.6113 -2.4053 0.068 -0.193 0.133
H -1.4113 3.3774 -0.6429 -0.039 0.103 -0.111
H 1.5118 3.2869 -0.5630 0.047 0.061 -0.155
H -2.3019 2.3293 -1.7592 0.009 0.125 -0.078
C -1.5732 0.5597 0.7256 -9.321 1.723 3.973
O -2.5844 0.9194 1.1924 5.478 -1.588 -2.496
Cl 2.0622 -0.7328 -0.9499 -1.884 0.155 0.563
C 2.2469 1.7908 2.0135 3.192 -0.275 -1.010
P 1.3655 0.1413 1.9855 -4.947 2.197 0.486
C 0.9940 -1.7123 2.0018 2.204 -1.386 0.785
C 0.3293 0.7538 3.4114 -0.414 -1.124 0.454
C 0.4224 0.0586 4.6306 -0.350 0.350 -0.148
C -0.3340 0.4485 5.7367 -0.023 0.276 -0.284
C -1.1929 1.5432 5.6422 0.259 -0.163 -0.297
C -1.2914 2.2491 4.4413 0.341 -0.295 -0.163
C -0.5353 1.8611 3.3289 0.083 -0.447 0.656
H 2.9768 1.8100 1.1790 -0.201 0.155 0.521
H 2.8010 1.9036 2.9689 -0.433 -0.173 -0.563
H 1.5575 2.6452 1.8760 -0.233 -1.091 0.190
H 1.4320 -2.1491 2.9206 -0.347 0.065 -0.409
H -0.0956 -1.9323 2.0391 0.401 0.855 0.036
H 1.4684 -2.2564 1.1611 -0.218 0.549 0.393
H 1.0824 -0.7919 4.7315 0.042 -0.060 0.010
H -0.2533 -0.1002 6.6671 0.022 0.033 -0.061
H -1.7792 1.8436 6.5007 0.002 0.016 -0.050
H -1.9576 3.0997 4.3711 0.036 -0.018 -0.030
H -0.6325 2.4238 2.4119 0.052 0.186 -0.149
```
Positions in Å, forces in eV/Å.

=====

[2]
Density functional theory data (ωB97M-V/def2-TZVPD) for a structure of composition C25H30N3O9Pb at a distorted geometry.

## Properties
energy above the lowest of the compared OMol25 structures with the same formula, charge and spin = 19.4 kcal/mol
HOMO level (alpha / beta) = -10.6 / -10.5 eV
total charge = +1
calculated total energy = -2004.14182 a.u.
spin multiplicity = 1
frontier orbital gap (alpha / beta) = 4.549 / 5.266 eV

XYZ file:
```
68
Properties=species:S:1:pos:R:3:forces:R:3
O 1.3875 0.5076 -3.8841 0.720 1.032 -2.021
C 1.4588 1.7475 -4.7208 0.055 0.295 0.365
C 1.1596 1.0170 -6.0203 -0.017 -0.380 0.538
H 2.4633 2.1980 -4.7281 -0.361 -0.120 0.437
H 0.6843 2.4725 -4.4250 0.418 -0.193 0.132
C 1.2494 -0.2425 -5.1500 0.279 -0.458 -1.203
H 1.9219 1.0156 -6.7942 -0.093 0.413 -0.041
H 0.1651 1.1723 -6.4280 0.059 0.201 -0.080
C 2.5276 -0.9813 -5.5009 0.194 -0.404 0.321
H 3.3871 -0.3004 -5.5586 -0.219 -0.129 0.114
H 2.4119 -1.4675 -6.4753 0.018 0.164 0.082
H 2.7516 -1.7731 -4.7823 0.017 0.043 0.076
C 0.0202 -1.1082 -5.3096 -0.255 -0.683 0.223
H -0.8970 -0.5106 -5.4339 0.306 -0.200 0.202
H -0.1108 -1.8061 -4.4728 -0.018 0.123 -0.120
H 0.1423 -1.7184 -6.2251 -0.071 0.368 0.384
Pb 1.5830 1.2555 0.7244 -0.876 -0.604 0.521
C -2.8905 -0.9710 2.4443 -0.484 -1.103 -2.904
C -2.6288 0.3981 2.7566 -0.451 0.760 -0.749
C -2.7196 1.1551 1.5605 0.200 -0.201 -0.994
H -2.4653 0.8030 3.7508 -0.096 -0.019 -0.277
C -2.9698 0.2565 0.4854 0.380 1.866 1.202
C -3.0937 -1.0572 1.0337 0.346 -1.023 3.127
H -3.3131 -1.9600 0.4754 0.030 0.127 0.119
H -2.9340 -1.7992 3.1372 0.001 0.125 -0.020
H -2.6132 2.2375 1.4801 -0.045 -0.404 0.024
H -3.0576 0.5120 -0.5634 -0.050 0.036 0.186
C 1.6653 -1.8272 2.1401 0.411 -0.057 0.032
C 0.4841 -2.1892 1.4557 -0.787 -0.020 -2.065
C 0.6550 -1.8934 0.0861 -1.831 -1.240 1.768
H -0.4040 -2.6467 1.8850 0.316 0.305 -0.108
C 1.9764 -1.4107 -0.1072 1.963 0.326 1.063
C 2.5902 -1.3101 1.1874 0.363 0.799 -1.251
H 3.6257 -1.0456 1.3941 -0.220 -0.197 -0.152
H 1.8694 -1.9764 3.1973 -0.084 0.053 -0.324
H -0.0954 -2.0772 -0.6826 0.249 0.187 0.080
H 2.4924 -1.2841 -1.0652 -0.294 0.123 0.366
O -1.3896 -1.3208 -2.3649 -0.357 0.940 0.324
C -2.6856 -1.6286 -2.9121 0.619 -0.268 0.075
C -3.3717 -0.3241 -3.2678 -0.119 0.577 0.240
H -3.2580 -2.2003 -2.1657 0.222 0.070 -0.260
H -2.5112 -2.2513 -3.7972 -0.199 -0.020 0.115
C -2.2970 0.7905 -3.1869 0.329 -0.210 0.018
H -4.1353 -0.1083 -2.5232 -0.272 -0.042 -0.180
H -3.8277 -0.3860 -4.2580 -0.072 0.130 0.205
C -1.0804 0.0972 -2.5419 0.873 -0.624 -0.413
H -2.6075 1.6541 -2.5701 -0.062 -0.401 -0.443
H -2.0551 1.1535 -4.2009 -0.006 -0.041 0.479
H -0.7741 0.5486 -1.5666 -0.534 -0.366 -0.216
H -0.1563 0.1329 -3.1713 -1.379 0.181 0.790
O 0.3839 1.8906 8.8197 1.679 0.162 -1.689
N 1.3658 2.0957 8.0760 0.184 1.060 2.952
O 2.3770 2.7224 8.4512 -1.681 -1.324 -1.289
C 1.2881 1.5981 6.7172 0.281 0.352 -1.494
C 0.1482 0.8569 6.3511 0.714 -0.043 -1.017
C 0.0459 0.4589 5.0188 0.237 -0.162 0.919
C 0.8432 1.0317 3.9688 0.227 0.043 -1.442
O 0.4410 1.0301 2.7370 0.745 -0.473 0.784
C 2.0891 1.6226 4.4137 -0.642 -0.489 0.505
C 2.2963 1.8873 5.7791 -0.469 -0.156 1.085
N 3.2197 1.8084 3.5673 1.968 0.715 -0.541
O 4.3047 2.0253 4.1027 -2.081 -0.463 -1.584
O 3.1575 1.7705 2.2464 0.296 0.124 2.843
N -0.7676 -0.7466 4.7879 -1.979 -1.115 -0.250
O -1.8140 -0.8766 5.4513 2.133 0.314 -1.071
O -0.3633 -1.5956 3.9749 -0.386 1.747 1.644
H -0.5956 0.5626 7.0851 0.209 -0.128 -0.080
H 3.2504 2.3080 6.1115 -0.547 0.000 -0.062
```
Positions in Å, forces in eV/Å.